Entry 1:
The following is a quantum chemistry calculation of C33H36N9OP2Pd as an isolated structure, from OMol25.

Each line ends with the Löwdin charge.
Atoms and positions in Å:
1 Pd -1.315 -0.478 -0.002  0.146
2 C 3.235 -2.329 -1.792  -0.061
3 N 3.279 -1.018 -2.415  -0.122
4 C 2.305 -0.106 -2.540  -0.157
5 N 2.800 1.018 -3.033  0.065
6 C 4.115 0.722 -3.186  -0.240
7 N 4.455 -0.492 -2.819  0.101
8 C 3.443 -2.268 -0.296  -0.181
9 C 3.999 -3.340 0.390  -0.033
10 C 4.150 -3.292 1.771  -0.073
11 C 3.761 -2.170 2.487  -0.023
12 C 3.203 -1.098 1.800  -0.127
13 C 3.035 -1.160 0.421  0.037
14 C 2.784 0.129 2.469  -0.289
15 N 2.881 0.516 3.696  0.119
16 N 2.331 1.797 3.746  0.112
17 C 1.948 2.069 2.545  -0.332
18 O 2.208 1.067 1.687  0.102
19 C 1.277 3.246 1.998  -0.145
20 C 0.880 4.289 2.832  -0.026
21 C 0.217 5.376 2.288  -0.074
22 C -0.046 5.425 0.923  -0.042
23 C 0.354 4.389 0.091  -0.201
24 C 0.104 4.445 -1.397  -0.085
25 N -0.656 3.322 -1.901  -0.134
26 C -0.240 2.281 -2.641  -0.164
27 N -1.246 1.468 -2.886  0.087
28 C -2.277 2.068 -2.239  -0.249
29 N -1.973 3.194 -1.628  0.108
30 C 1.010 3.294 0.635  0.033
31 H 4.019 -2.923 -2.260  0.131
32 H 2.268 -2.778 -2.017  0.096
33 H 1.283 -0.300 -2.240  0.092
34 H 4.837 1.417 -3.582  0.093
35 H 4.316 -4.222 -0.155  0.115
36 H 4.582 -4.137 2.291  0.100
37 H 3.883 -2.117 3.561  0.112
38 H 2.563 -0.330 -0.081  0.107
39 H 1.085 4.226 3.892  0.115
40 H -0.109 6.184 2.929  0.102
41 H -0.579 6.270 0.505  0.110
42 H 1.052 4.443 -1.937  0.134
43 H -0.430 5.361 -1.652  0.121
44 H 0.783 2.164 -2.972  0.091
45 H -3.275 1.661 -2.217  0.082
46 H 1.293 2.462 0.002  0.122
47 C -4.853 -1.040 -1.624  -0.297
48 P -3.524 -1.077 -0.335  0.727
49 C -3.710 -2.838 0.163  -0.285
50 C -4.453 -0.248 1.040  -0.436
51 C -3.543 -0.063 2.254  -0.438
52 P -1.909 0.716 1.791  0.683
53 C -2.435 2.479 1.794  -0.272
54 C -1.180 0.647 3.483  -0.283
55 H -5.798 -1.449 -1.252  0.029
56 H -4.528 -1.624 -2.486  0.032
57 H -5.023 -0.015 -1.959  0.014
58 H -4.756 -3.112 0.336  0.031
59 H -3.128 -3.018 1.067  0.027
60 H -3.289 -3.471 -0.621  0.033
61 H -5.362 -0.802 1.298  0.071
62 H -4.767 0.730 0.656  0.067
63 H -3.302 -1.038 2.689  0.066
64 H -4.032 0.529 3.036  0.069
65 H -3.008 2.719 2.695  0.038
66 H -3.036 2.687 0.907  0.019
67 H -1.562 3.130 1.746  0.002
68 H -1.889 0.984 4.247  0.035
69 H -0.286 1.267 3.547  0.005
70 H -0.885 -0.381 3.694  0.035
71 N 0.993 -6.761 -3.443  0.111
72 C 0.731 -5.760 -2.936  -0.217
73 C 0.405 -4.515 -2.306  -0.290
74 C 0.537 -4.365 -0.923  -0.082
75 C 0.238 -3.150 -0.327  -0.174
76 C -0.233 -2.019 -1.036  -0.289
77 C -0.354 -2.232 -2.432  -0.186
78 C -0.042 -3.425 -3.062  -0.076
79 H 0.887 -5.204 -0.330  0.107
80 H 0.380 -3.073 0.747  0.076
81 H -0.727 -1.418 -3.051  0.069
82 H -0.150 -3.533 -4.136  0.105

Computed properties:
net charge = -1
orbital gap = 5.1 eV

***

Entry 2:
The following is a quantum chemistry calculation of a 2-piece molecular cluster, CH6N2O overall, from OMol25.

Each line ends with the Löwdin charge.
Atoms and positions in Å:
1 C 0.409 1.258 -0.016  -0.106
2 N -1.723 -0.504 2.025  0.043
3 N -0.148 0.043 0.558  -0.028
4 O -1.093 0.404 1.386  -0.239
5 H -0.492 1.873 -0.485  0.121
6 H 0.853 1.910 0.633  0.034
7 H 1.031 1.046 -0.863  0.066
8 H -2.206 -1.155 -0.585  0.033
9 H -2.549 -0.103 2.455  0.055
10 H -2.701 -1.171 -0.030  0.022

Computed properties:
orbital gap (alpha / beta) = 9.5 / 9.5 eV

***

Entry 3:
The following is a quantum chemistry calculation of an isolated ion of composition C24H27N2O3 and charge +1, from OMol25.

Each line ends with the Löwdin charge.
Atoms and positions in Å:
1 C 4.260 1.509 -2.722  -0.054
2 O 3.386 0.461 -2.361  -0.102
3 C 2.057 0.705 -2.272  -0.209
4 C 1.489 1.957 -2.478  0.004
5 C 0.129 2.178 -2.341  -0.029
6 C -0.714 1.132 -2.010  -0.222
7 C -2.193 1.351 -1.824  -0.051
8 N -2.603 0.877 -0.465  -0.088
9 C -3.391 1.859 0.321  -0.062
10 C -3.823 1.192 1.649  -0.096
11 N -2.949 0.069 1.908  -0.061
12 C -1.696 0.387 2.422  -0.408
13 O -1.463 1.530 2.752  0.107
14 C -0.726 -0.728 2.519  -0.106
15 C -1.082 -1.898 3.151  -0.024
16 C -0.163 -2.945 3.289  -0.050
17 C 1.102 -2.818 2.785  -0.005
18 C 1.511 -1.631 2.143  -0.147
19 C 2.825 -1.478 1.652  -0.019
20 C 3.224 -0.306 1.073  -0.069
21 C 2.318 0.755 0.942  -0.062
22 C 1.030 0.630 1.382  -0.017
23 C 0.593 -0.554 2.011  -0.090
24 C -3.176 -1.012 0.979  -0.101
25 C -3.313 -0.422 -0.445  -0.067
26 C -0.159 -0.129 -1.816  0.038
27 C 1.203 -0.372 -1.934  -0.197
28 O 1.550 -1.654 -1.680  -0.056
29 C 2.838 -2.155 -1.987  -0.051
30 H 5.252 1.062 -2.745  0.103
31 H 4.245 2.316 -1.983  0.099
32 H 4.022 1.909 -3.711  0.104
33 H 2.118 2.791 -2.741  0.112
34 H -0.263 3.169 -2.505  0.117
35 H -2.778 0.812 -2.572  0.146
36 H -2.420 2.414 -1.915  0.135
37 H -1.717 0.732 0.045  0.160
38 H -2.759 2.726 0.522  0.145
39 H -4.257 2.170 -0.265  0.143
40 H -4.851 0.830 1.604  0.136
41 H -3.730 1.901 2.472  0.138
42 H -2.073 -1.999 3.571  0.126
43 H -0.464 -3.847 3.800  0.112
44 H 1.814 -3.623 2.887  0.120
45 H 3.513 -2.303 1.758  0.121
46 H 4.238 -0.186 0.721  0.113
47 H 2.644 1.683 0.495  0.113
48 H 0.358 1.470 1.294  0.107
49 H -4.089 -1.551 1.249  0.140
50 H -2.339 -1.710 1.029  0.124
51 H -2.879 -1.098 -1.181  0.129
52 H -4.356 -0.243 -0.712  0.145
53 H -0.763 -0.990 -1.577  0.123
54 H 3.604 -1.712 -1.351  0.079
55 H 3.090 -1.991 -3.036  0.103
56 H 2.774 -3.225 -1.792  0.101

Computed properties:
SMILES = COc1ccc(C[NH+]2CCN(C(=O)c3cccc4ccccc34)CC2)cc1OC
net charge = +1
orbital gap = 8.4 eV

***

Entry 4:
The following is a quantum chemistry calculation of a 6-piece molecular cluster, C30H63Br11ClO3P2SSi overall, from OMol25.

Each line ends with the Löwdin charge.
Atoms and positions in Å:
1 C 1.924 2.941 -0.394  0.018
2 C 1.726 1.581 -0.686  -0.145
3 C 0.480 0.958 -1.268  -0.152
4 C -0.815 1.243 -0.451  -0.377
5 C -0.467 1.026 1.045  -0.102
6 C 0.221 -0.340 1.328  -0.184
7 C 0.132 -0.791 2.800  -0.194
8 C 0.065 -2.357 2.824  -0.205
9 C 1.415 -2.982 2.385  -0.232
10 C 1.453 -3.378 0.882  -0.124
11 O -0.981 2.656 -0.559  -0.391
12 P -2.325 3.206 -1.484  -0.008
13 S -1.263 3.001 -3.460  0.411
14 Br -1.349 5.396 -1.457  0.226
15 P -3.472 3.645 0.399  0.768
16 C -3.651 5.480 0.711  -0.385
17 O -2.574 3.156 1.779  -0.381
18 Si -4.152 3.750 -2.812  0.395
19 C -5.760 4.026 -1.804  -0.246
20 C -3.852 5.226 -3.958  -0.257
21 C -4.598 2.280 -3.951  -0.216
22 O -2.875 1.600 -1.664  -0.483
23 C -2.152 0.551 -0.982  -0.366
24 C -1.827 -0.381 -2.174  -0.169
25 C -3.033 -1.073 -2.843  -0.127
26 C -3.194 0.138 0.109  -0.534
27 Cl -4.915 0.169 -0.480  0.659
28 C -2.977 -1.145 0.927  -0.249
29 C -2.702 -2.455 0.165  -0.105
30 H 1.895 3.229 0.668  0.062
31 H 2.178 3.728 -1.102  0.050
32 H 2.573 0.904 -0.505  0.057
33 H 0.642 -0.130 -1.308  0.102
34 H 0.389 1.263 -2.323  0.076
35 H -1.358 1.041 1.679  0.087
36 H 0.158 1.836 1.427  0.119
37 H -0.321 -1.077 0.716  0.089
38 H 1.261 -0.363 0.990  0.084
39 H -0.770 -0.444 3.319  0.106
40 H 1.040 -0.544 3.359  0.041
41 H -0.284 -2.729 3.796  0.090
42 H -0.699 -2.658 2.095  0.072
43 H 1.656 -3.884 2.962  0.095
44 H 2.185 -2.218 2.545  0.058
45 H 0.445 -3.604 0.516  0.062
46 H 2.176 -4.169 0.656  0.012
47 H 1.777 -2.501 0.304  0.058
48 H -0.083 3.657 -3.380  -0.201
49 H -2.755 5.929 1.148  0.008
50 H -4.443 5.552 1.479  0.018
51 H -4.028 6.018 -0.159  0.001
52 H -3.091 3.409 2.552  0.028
53 H -6.558 4.056 -2.573  0.023
54 H -5.797 4.996 -1.302  0.007
55 H -5.994 3.182 -1.157  -0.006
56 H -3.538 6.147 -3.462  -0.005
57 H -3.189 4.957 -4.784  0.008
58 H -4.826 5.454 -4.435  0.021
59 H -5.213 1.596 -3.346  0.011
60 H -3.723 1.706 -4.265  -0.001
61 H -5.184 2.593 -4.824  0.025
62 H -1.370 0.230 -2.956  0.078
63 H -1.069 -1.142 -1.936  0.101
64 H -3.291 -2.047 -2.427  0.036
65 H -2.731 -1.266 -3.886  0.040
66 H -3.901 -0.416 -2.927  0.032
67 H -3.168 0.958 0.834  0.059
68 H -3.915 -1.315 1.474  0.097
69 H -2.231 -1.025 1.718  0.078
70 H -3.591 -2.713 -0.417  0.064
71 H -1.783 -2.464 -0.422  0.055
72 H -2.607 -3.252 0.918  0.070
73 Br 2.778 -0.684 5.645  0.630
74 C 1.771 -1.533 7.076  -0.682
75 C 0.288 -1.432 6.834  -0.693
76 Br -0.381 0.352 7.225  0.610
77 H 2.084 -1.066 8.004  0.047
78 H 2.088 -2.574 7.070  0.057
79 H -0.253 -2.095 7.507  0.057
80 H 0.012 -1.655 5.807  0.025
81 Br 7.464 1.592 1.238  0.606
82 C 6.350 0.194 0.465  -0.684
83 C 4.886 0.485 0.652  -0.700
84 Br 4.312 0.127 2.477  0.626
85 H 6.659 -0.742 0.921  0.050
86 H 6.602 0.181 -0.594  0.058
87 H 4.285 -0.175 0.030  0.048
88 H 4.626 1.518 0.438  0.043
89 Br 4.554 -6.192 -1.175  0.605
90 C 3.655 -7.903 -0.949  -0.703
91 C 2.158 -7.748 -0.971  -0.692
92 Br 1.494 -7.013 0.703  0.648
93 H 4.021 -8.332 -0.022  0.048
94 H 3.987 -8.514 -1.787  0.055
95 H 1.676 -8.719 -1.070  0.055
96 H 1.811 -7.092 -1.763  0.053
97 Br 10.008 1.667 4.660  0.596
98 C 10.783 3.304 3.948  -0.699
99 C 11.180 3.143 2.504  -0.700
100 Br 12.827 2.119 2.325  0.594
101 H 11.617 3.566 4.591  0.047
102 H 10.001 4.055 4.045  0.058
103 H 11.396 4.112 2.059  0.057
104 H 10.425 2.633 1.913  0.016
105 Br -3.105 -3.959 -5.045  0.629
106 C -4.435 -3.124 -6.192  -0.688
107 C -5.729 -2.896 -5.458  -0.691
108 Br -6.738 -4.551 -5.255  0.590
109 H -4.546 -3.761 -7.064  0.045
110 H -3.998 -2.173 -6.491  0.061
111 H -6.378 -2.233 -6.027  0.059
112 H -5.582 -2.490 -4.461  0.048

Computed properties:
net charge = -1
orbital gap = 5.6 eV

***

Entry 5:
The following is a quantum chemistry calculation of C10H12Cl3F3N2O5V as an isolated structure, from OMol25.

Each line ends with the Löwdin spin population.
Atoms and positions in Å:
1 V 0.176 -0.100 0.100  1.082
2 N 3.475 1.770 -0.905  -0.002
3 C 2.410 1.037 -1.022  -0.002
4 O 1.657 0.773 -0.017  -0.014
5 C 1.935 0.438 -2.305  -0.007
6 C 0.658 -0.362 -1.999  -0.052
7 H 3.740 2.168 -0.013  0.000
8 H 4.070 1.962 -1.699  0.000
9 H 2.728 -0.183 -2.730  -0.001
10 H 1.754 1.240 -3.025  -0.001
11 H 0.789 -1.427 -2.191  0.000
12 H -0.195 -0.018 -2.575  0.003
13 F -3.496 5.426 2.000  0.000
14 C -3.190 5.205 0.725  0.000
15 F -2.469 6.234 0.269  0.000
16 F -4.314 5.123 0.012  0.000
17 C -2.384 3.926 0.567  0.001
18 C -1.955 3.555 -0.700  0.000
19 C -1.193 2.414 -0.832  0.005
20 N -0.856 1.657 0.225  0.001
21 C -1.307 1.999 1.442  0.003
22 C -2.074 3.127 1.656  -0.001
23 H -2.216 4.143 -1.570  0.000
24 H -0.855 2.088 -1.805  0.001
25 H -1.059 1.356 2.276  0.001
26 H -2.425 3.377 2.647  0.000
27 Cl 1.350 -2.336 0.469  0.000
28 C 1.045 -2.328 2.220  0.003
29 Cl 0.765 -0.641 2.690  0.015
30 H 1.911 -2.706 2.750  0.000
31 H 0.151 -2.908 2.418  0.000
32 O -3.608 -1.060 0.081  0.000
33 Cl -2.549 -1.245 -0.799  0.002
34 O -2.321 -2.545 -1.236  -0.002
35 O -2.447 -0.255 -1.793  -0.001
36 O -1.225 -0.931 0.092  -0.034

Computed properties:
net charge = +2
⟨S²⟩ = 0.769
2S+1 = 2
orbital gap (alpha / beta) = 8.5 / 9.0 eV

***

Entry 6:
The following is a quantum chemistry calculation of a 8-piece molecular cluster, C3H22NO7 overall, from OMol25.

Each line ends with the Löwdin charge.
Atoms and positions in Å:
1 C 1.283 2.278 -1.784  -0.065
2 C 2.152 1.815 -0.644  -0.163
3 C 0.213 1.495 0.810  0.146
4 N 1.377 1.154 0.442  0.054
5 H 0.731 1.475 -2.266  0.088
6 H 0.557 3.027 -1.456  0.079
7 H 1.839 2.786 -2.554  0.088
8 H 2.768 0.999 -1.020  0.123
9 H 2.795 2.557 -0.181  0.136
10 H -0.274 0.988 1.631  0.113
11 H -0.321 2.264 0.276  0.091
12 H 1.864 0.431 0.999  0.102
13 H -2.587 -1.167 -2.327  0.032
14 H -2.488 -1.121 -0.784  -0.011
15 O -3.099 -1.046 -1.521  -0.044
16 H -3.809 -0.944 2.258  0.074
17 H -2.797 -0.303 3.205  0.063
18 O -2.874 -0.721 2.342  -0.038
19 H -1.613 -1.303 1.139  0.004
20 H -0.246 -2.029 1.303  0.040
21 O -0.787 -1.543 0.677  -0.063
22 H -3.120 2.142 -0.349  0.067
23 H -2.404 0.894 -0.827  0.020
24 O -2.431 1.516 -0.088  -0.060
25 H -0.167 -1.686 -1.484  0.000
26 H 0.160 -2.331 -2.764  0.054
27 O -0.387 -1.609 -2.425  -0.057
28 H 2.153 -1.676 2.180  0.050
29 H 2.094 -0.728 3.310  0.086
30 O 2.278 -0.728 2.356  -0.045
31 H 2.293 -1.575 0.147  0.008
32 H 2.629 -2.771 -0.720  0.064
33 O 2.217 -2.538 0.120  -0.035

Computed properties:
net charge = +1
orbital gap = 10.1 eV

***

Entry 7:
The following is a quantum chemistry calculation of one molecule with the formula C4H5NO, from OMol25.

Each line ends with the Löwdin charge.
Atoms and positions in Å:
1 C -2.094 -0.272 0.074  -0.025
2 C -0.716 -0.455 0.656  -0.506
3 O -0.428 -1.434 1.317  0.062
4 C 0.313 0.535 0.394  0.052
5 C 1.421 0.649 -0.105  -0.137
6 N 2.682 0.713 -0.518  0.089
7 H -2.056 -0.012 -0.989  0.083
8 H -2.618 0.537 0.595  0.087
9 H -2.634 -1.210 0.212  0.082
10 H 3.274 -0.027 -0.162  0.112
11 H 2.856 0.977 -1.474  0.101

Computed properties:
SMILES = CC(=O)C#CN
orbital gap = 9.8 eV

***

Entry 8:
The following is a quantum chemistry calculation of C5H8N as an isolated structure, from OMol25.

Each line ends with the Löwdin charge.
Atoms and positions in Å:
1 C 2.644 -0.267 0.195  -0.036
2 C 1.679 0.507 -0.270  -0.027
3 C -0.079 -0.009 0.308  -0.077
4 C -1.181 0.876 -0.189  -0.004
5 C -1.118 -0.529 -0.712  -0.009
6 N -2.241 -0.195 0.273  0.169
7 H 3.687 -0.074 -0.016  0.065
8 H 2.395 -1.247 0.693  0.088
9 H 1.880 1.367 -0.998  0.109
10 H 0.026 -0.364 1.270  0.091
11 H -1.299 1.932 -0.270  0.152
12 H -1.021 -1.361 -1.371  0.153
13 H -2.185 -0.504 1.207  0.143
14 H -3.187 -0.132 -0.119  0.184

Computed properties:
net charge = +1
orbital gap = 10.7 eV